The following is a DFT calculation (the ωB97M-V functional and the def2-TZVPD basis) of one molecule with the formula C3H2O2S.

Geometry as XYZ:
```
8
Properties=species:S:1:pos:R:3:mulliken_charge:R:1
S 1.68 -2.29 0.35 -0.349
O 0.66 0.08 0.98 -0.272
O -0.14 -0.78 -0.87 -0.276
C 0.75 -0.99 0.16 0.407
C -0.26 0.96 0.46 -0.187
C -0.73 0.43 -0.66 -0.082
H -0.50 1.88 0.96 0.366
H -1.47 0.71 -1.38 0.393
```

**Kohn-Sham gap**: 9.708 eV
**Lowest unoccupied orbital energy**: 0.772 eV
**SMILES**: S=c1occo1
**Relative energy (zero: lowest compared OMol25 entry of this formula, charge and spin)**: 0.549 eV
**Multiplicity**: 1